(1)
The following is a DFT calculation (ωB97M-V with the def2-TZVPD basis set) of an isolated ion of composition C3H9N2 and charge +1 in a non-equilibrium geometry.

The geometry in XYZ format:
```
14
Properties=species:S:1:pos:R:3:mulliken_charge:R:1
H -1.78 0.29 1.14 0.3877
H 0.50 -0.47 2.15 0.3095
N 0.66 -0.13 0.10 -0.1975
H 0.33 1.58 -2.63 0.2531
H 1.66 -0.25 0.06 0.2293
C 0.09 0.54 -0.86 0.1809
H 1.73 1.32 -1.72 0.2295
H -1.00 0.51 -0.84 0.3555
H 0.31 -1.90 1.04 0.2714
N 0.72 1.23 -1.77 -0.3097
C -1.45 -0.74 1.27 -1.3592
C 0.07 -0.85 1.22 -0.0557
H -1.89 -1.39 0.51 0.3702
H -1.89 -1.02 2.22 0.3349
```

HOMO-LUMO gap: 0.438 hartree
HOMO energy: -15.393 eV
E_tot: -6230.934 eV
total charge: +1
SMILES: CCNC=[NH2+]
lowest unoccupied orbital energy: -3.47 eV
energy above the lowest of the compared OMol25 structures with the same formula, charge and spin: 0.1140 eV

=====

(2)
The following is a DFT calculation (ωB97M-V with the def2-TZVPD basis set) of a 2-piece molecular cluster, C3H9N2 overall in a non-equilibrium geometry.

The geometry in XYZ format:
```
14
Properties=species:S:1:pos:R:3:mulliken_charge:R:1
H 1.36 0.69 0.77 0.3335
C 1.47 -0.33 0.32 -0.8602
H 0.32 -2.20 0.19 0.4016
H -2.23 0.34 1.81 0.2916
H 0.57 0.33 -1.25 0.3078
H -1.06 0.70 -1.34 0.3800
N -0.92 -0.74 0.68 -0.3734
H -0.77 -0.29 2.69 0.2849
H 0.02 1.93 -1.59 0.3634
N -0.17 0.95 -1.79 -0.4838
C 0.34 -1.17 0.36 -0.0903
C -1.32 -0.19 1.75 -0.2438
H -0.14 0.72 -2.80 0.3851
H 2.51 -0.74 0.18 0.3036
```

HOMO-LUMO gap: 0.351 hartree
HOMO energy: -13.288 eV
E_tot: -6228.729 eV
total charge: +1
lowest unoccupied orbital energy: -3.74 eV
energy above the lowest of the compared OMol25 structures with the same formula, charge and spin: 2.3193 eV

=====

(3)
The following is a DFT calculation (ωB97M-V with the def2-TZVPD basis set) of a 2-piece molecular cluster, C3H9N2 overall in a non-equilibrium geometry.

The geometry in XYZ format:
```
14
Properties=species:S:1:pos:R:3:mulliken_charge:R:1
H -2.10 -0.53 -1.13 0.3767
H 3.18 0.03 0.32 0.2882
H 0.44 -0.16 -0.50 0.1801
H 1.80 1.37 0.43 0.2480
N 1.42 -0.43 -0.52 -0.0478
H -1.17 -0.65 1.75 0.2735
N -1.74 -0.95 0.93 -0.4642
H 1.77 -1.36 -0.77 0.3118
H -1.43 -1.91 0.73 0.2764
C -1.67 -0.11 -0.22 -0.3378
C 2.20 0.39 0.11 0.0027
C -1.08 1.10 -0.31 -0.8326
H -0.38 1.44 0.41 0.5134
H -1.24 1.77 -1.21 0.2118
```

HOMO-LUMO gap: 0.271 hartree
HOMO energy: -13.045 eV
E_tot: -6228.536 eV
total charge: +1
lowest unoccupied orbital energy: -5.68 eV
energy above the lowest of the compared OMol25 structures with the same formula, charge and spin: 2.5129 eV

=====

(4)
The following is a DFT calculation (ωB97M-V with the def2-TZVPD basis set) of a 2-piece molecular cluster, C3H9N2 overall in a non-equilibrium geometry.

The geometry in XYZ format:
```
14
Properties=species:S:1:pos:R:3:mulliken_charge:R:1
C -0.24 1.39 0.37 -0.6496
H 0.67 1.86 0.74 0.3441
H -1.38 -1.58 0.34 0.2920
N -1.63 -0.59 0.42 -0.6088
C 0.67 0.11 -0.96 -0.5410
H 2.42 -0.41 -0.14 0.2690
H -1.01 1.91 -0.19 0.3715
H -2.33 -0.54 1.15 0.2813
C -0.50 0.14 0.82 0.2102
N 1.57 -0.83 -0.50 -0.4389
H 0.01 -0.21 1.72 0.3360
H 1.90 -1.48 -1.21 0.2851
H 1.03 1.06 -1.37 0.3545
H -0.22 -0.17 -1.52 0.4947
```

HOMO-LUMO gap: 0.385 hartree
HOMO energy: -14.848 eV
E_tot: -6227.679 eV
total charge: +1
lowest unoccupied orbital energy: -4.37 eV
energy above the lowest of the compared OMol25 structures with the same formula, charge and spin: 3.3697 eV

=====

(5)
The following is a DFT calculation (ωB97M-V with the def2-TZVPD basis set) of an isolated ion of composition C3H9N2 and charge +2 in a non-equilibrium geometry.

The geometry in XYZ format:
```
14
Properties=species:S:1:pos:R:3:mulliken_spin:R:1
H 1.33 1.35 0.40 -0.0016
H -0.54 -2.30 -1.96 -0.0256
N -0.48 0.37 -0.13 0.0649
H 0.58 1.37 2.98 0.0012
H 0.52 -2.37 -0.65 -0.0207
H -0.39 -0.06 -2.15 0.0009
C 0.12 0.93 2.09 0.0163
H 1.30 -0.12 -1.32 0.0480
H -0.73 -0.44 0.51 -0.0021
H -1.37 0.86 -0.47 -0.0005
C 0.33 1.28 0.84 0.0116
N -0.01 -1.76 -1.23 0.9122
H -0.80 0.37 2.36 0.0022
C 0.14 -0.36 -1.30 -0.0067
```

HOMO-LUMO gap (spin up / spin down): 0.435 / 0.207 hartree
HOMO energy (spin up / spin down): -20.177 / -20.116 eV
E_tot: -6213.861 eV
total charge: +2
lowest unoccupied orbital energy (spin up / spin down): -8.33 / -14.48 eV
multiplicity: 2
energy above the lowest of the compared OMol25 structures with the same formula, charge and spin: 3.7685 eV

=====

(6)
The following is a DFT calculation (ωB97M-V with the def2-TZVPD basis set) of an isolated ion of composition C3H9N2O and charge -1 in a non-equilibrium geometry.

The geometry in XYZ format:
```
15
Properties=species:S:1:pos:R:3:mulliken_charge:R:1
N -1.30 -0.40 2.03 -0.5638
H 1.81 0.08 -0.56 0.2508
H 0.78 -0.33 1.34 0.1412
C 1.47 -0.33 -1.45 -0.4179
H -1.43 0.32 2.74 0.2064
H 2.10 -1.26 -1.72 0.2722
H -2.15 -0.76 1.63 0.2246
C -0.57 0.40 -0.28 -0.7756
O 1.50 0.49 -2.47 -0.8670
H -0.36 -0.75 -2.03 0.3037
N -0.01 -0.73 -1.06 -0.6903
H 0.06 1.20 1.56 0.2328
C -0.25 0.20 1.19 -0.2538
H -0.10 1.35 -0.54 0.3595
H -1.57 0.53 -0.38 0.5772
```

HOMO-LUMO gap: 0.235 hartree
HOMO energy: -2.371 eV
E_tot: -8283.075 eV
total charge: -1
SMILES: NCCNC[O-]
lowest unoccupied orbital energy: 4.03 eV
energy above the lowest of the compared OMol25 structures with the same formula, charge and spin: 1.8655 eV

=====

(7)
The following is a DFT calculation (ωB97M-V with the def2-TZVPD basis set) of a 2-piece molecular cluster, C3H9N2O overall in a non-equilibrium geometry.

The geometry in XYZ format:
```
15
Properties=species:S:1:pos:R:3:mulliken_charge:R:1
N 0.68 0.48 0.33 -0.5670
H 0.36 -0.43 -0.80 0.5348
H 0.86 0.06 2.35 0.2695
H -0.42 2.06 1.29 0.3723
N 2.73 0.25 1.43 -0.7643
H -1.08 1.50 -0.22 0.3276
C 1.43 0.24 1.41 -0.0457
H -1.37 -0.53 -2.94 0.2008
H -1.47 -2.18 -2.21 0.2298
C -0.56 1.15 0.68 -1.0396
H -1.90 -0.73 -1.29 0.1944
O 0.14 -1.10 -1.63 -0.6415
H -1.21 0.48 1.27 0.2980
H 3.00 -0.11 2.35 0.2118
C -1.19 -1.14 -2.04 -0.5811
```

HOMO-LUMO gap: 0.265 hartree
HOMO energy: -3.001 eV
E_tot: -8284.030 eV
total charge: -1
lowest unoccupied orbital energy: 4.22 eV
energy above the lowest of the compared OMol25 structures with the same formula, charge and spin: 0.9109 eV

=====

(8)
The following is a DFT calculation (ωB97M-V with the def2-TZVPD basis set) of C3H9N2O as an isolated structure in a non-equilibrium geometry.

The geometry in XYZ format:
```
15
Properties=species:S:1:pos:R:3:mulliken_charge:R:1
H 2.20 -2.20 0.37 0.3047
C 1.02 0.09 1.45 -0.7031
H 0.68 -2.68 -0.50 0.3559
H 0.60 -2.85 1.19 0.3303
H -0.80 0.40 -0.36 0.3320
O -3.22 1.42 -2.69 -0.1304
N -0.44 -0.49 -0.25 -0.4993
H 2.04 0.20 1.09 0.3621
H 0.46 0.98 1.27 0.3100
N 0.42 -0.86 0.51 0.6591
C -2.19 1.16 -2.26 0.1080
H 1.13 -0.20 2.44 0.3143
H -1.57 3.23 -1.19 -0.2420
H -1.40 4.01 -1.45 0.2484
C 1.06 -2.21 0.39 -0.7500
```

HOMO-LUMO gap: 0.385 hartree
HOMO energy: -16.363 eV
E_tot: -8273.917 eV
total charge: +1
lowest unoccupied orbital energy: -5.88 eV
energy above the lowest of the compared OMol25 structures with the same formula, charge and spin: 5.1566 eV

=====

(9)
The following is a DFT calculation (ωB97M-V with the def2-TZVPD basis set) of an isolated ion of composition C3H9N2O and charge +1 in a non-equilibrium geometry.

The geometry in XYZ format:
```
15
Properties=species:S:1:pos:R:3:mulliken_charge:R:1
H -0.68 1.91 0.68 0.3086
H -0.43 -0.30 2.01 0.3219
H -1.42 0.64 -1.46 0.5163
O -2.31 -0.21 0.02 -0.3012
H 0.78 0.14 -1.99 0.3134
H 1.89 -0.51 -0.75 0.3867
N -0.01 0.03 -0.05 0.1152
C 0.93 -0.55 -1.06 -0.8804
H 0.49 -1.42 -1.42 0.4535
H 1.13 -0.76 1.65 0.3464
C -1.38 0.16 -0.57 -0.0375
C 0.04 -0.82 1.17 -0.7524
N 0.17 1.68 0.19 -0.4871
H 1.01 1.75 0.71 0.2897
H -0.21 -1.75 0.85 0.4069
```

HOMO-LUMO gap: 0.439 hartree
HOMO energy: -16.359 eV
E_tot: -8274.459 eV
total charge: +1
SMILES: C[N+](C)(N)C=O
lowest unoccupied orbital energy: -4.41 eV
energy above the lowest of the compared OMol25 structures with the same formula, charge and spin: 4.6145 eV

=====

(10)
The following is a DFT calculation (ωB97M-V with the def2-TZVPD basis set) of an isolated ion of composition C3H9N2O and charge +1 in a non-equilibrium geometry.

The geometry in XYZ format:
```
15
Properties=species:S:1:pos:R:3:mulliken_charge:R:1
N 0.58 1.43 -0.48 -0.1672
H -0.68 1.77 -2.07 0.3096
N 0.19 -2.15 1.07 -0.3883
H 0.02 -2.12 2.05 0.3232
H -0.67 3.01 -0.73 0.3388
H -0.57 -1.11 -0.93 0.3295
H -1.47 1.62 -0.37 0.4272
H 1.29 -2.12 0.89 0.4151
C -0.73 1.93 -0.98 -0.9689
H -1.32 -0.46 0.50 0.3484
H -0.13 -3.01 0.60 0.3729
H 1.39 1.95 -0.71 0.2598
O 1.73 -0.12 0.77 -0.6316
C -0.35 -0.88 0.18 -0.6317
C 0.73 0.27 0.21 0.6633
```

HOMO-LUMO gap: 0.384 hartree
HOMO energy: -14.080 eV
E_tot: -8277.066 eV
total charge: +1
SMILES: CNC(=O)C[NH3+]
lowest unoccupied orbital energy: -3.64 eV
energy above the lowest of the compared OMol25 structures with the same formula, charge and spin: 2.0084 eV

=====

(11)
The following is a DFT calculation (ωB97M-V with the def2-TZVPD basis set) of a 2-piece molecular cluster, C3H9N2O overall in a non-equilibrium geometry.

The geometry in XYZ format:
```
15
Properties=species:S:1:pos:R:3:mulliken_charge:R:1
C -0.60 -1.79 2.78 -0.2783
N -0.59 1.02 -1.28 -0.0315
H 1.21 -0.20 -1.87 0.2874
H -1.52 0.72 -1.62 0.3387
C -0.36 1.23 -0.06 -0.1688
H -1.13 -2.63 3.21 0.2693
H -1.09 1.71 0.61 0.3391
H 1.14 1.77 -2.14 0.3168
C 0.57 0.77 -2.14 -0.8178
O 0.13 -0.73 0.91 -0.5815
H 0.24 0.52 -3.10 0.3707
H 0.07 -1.22 3.40 0.2839
N -0.67 -1.49 1.53 0.1582
H -1.35 -2.01 0.94 0.2808
H 0.57 1.59 0.27 0.2330
```

HOMO-LUMO gap: 0.345 hartree
HOMO energy: -13.472 eV
E_tot: -8274.351 eV
total charge: +1
lowest unoccupied orbital energy: -4.09 eV
energy above the lowest of the compared OMol25 structures with the same formula, charge and spin: 4.7234 eV

=====

(12)
The following is a DFT calculation (ωB97M-V with the def2-TZVPD basis set) of C3H9N2O as an isolated structure in a non-equilibrium geometry.

The geometry in XYZ format:
```
15
Properties=species:S:1:pos:R:3:mulliken_charge:R:1
H -0.45 -0.12 2.10 0.4137
C -0.71 -0.52 1.11 -1.4631
C 0.10 -0.33 -0.09 0.9257
H -1.13 1.94 -0.32 0.3117
H -0.72 -1.63 1.53 0.3527
C 1.54 -0.55 0.17 -0.0141
H 0.32 1.70 -1.21 0.3334
O 2.23 0.24 0.76 -0.4037
H 1.83 -1.61 -0.19 0.3390
N -0.30 -0.81 -1.32 -0.4573
H 0.51 1.97 0.29 0.3397
N -0.16 1.56 -0.34 -0.6030
H -1.82 -0.35 1.04 0.3839
H 0.10 -0.42 -2.15 0.2576
H -1.34 -1.08 -1.38 0.2838
```

HOMO-LUMO gap: 0.385 hartree
HOMO energy: -15.025 eV
E_tot: -8276.385 eV
total charge: +1
lowest unoccupied orbital energy: -4.55 eV
energy above the lowest of the compared OMol25 structures with the same formula, charge and spin: 2.6893 eV